# 1
H32O16 | ωB97M-V/def2-TZVPD

frontier orbital gap	9.64	eV
HOMO energy	-0.3699	hartree
LUMO	-0.430	eV
calculated total energy	-33280.018	eV
energy above the lowest of the compared OMol25 structures with the same formula, charge and spin	474.3	kJ/mol

```
! wB97M-V def2-TZVPD RIJCOSX def2/J DEFGRID3
* xyz 0 1
O -0.9738 0.0335 4.0820
H -1.8115 0.3765 4.0110
H -0.7822 -0.2908 3.2055
O -0.1601 2.1769 2.2354
H 0.5284 1.6451 1.8316
H -0.5127 1.6029 2.9210
O -1.1483 1.5726 -2.9572
H -1.8403 2.2781 -2.9219
H -1.4795 0.9875 -3.6179
O -1.8459 -1.0565 -1.6551
H -2.5524 -0.5825 -2.0854
H -2.1308 -1.9910 -1.5714
O -3.0571 2.0738 2.4931
H -2.7452 1.6633 1.6943
H -3.4827 1.3430 2.8528
O -2.3718 -1.0327 1.5388
H -1.9221 -1.5165 0.8287
H -3.1780 -1.4949 1.6929
O 1.2921 0.1581 -2.8579
H 0.7171 0.9202 -2.8511
H 1.9854 0.4415 -3.4779
O 1.3458 2.4837 -1.2844
H 0.8059 1.7424 -0.9211
H 2.1899 2.1023 -1.5582
O 2.6033 1.5144 1.8605
H 3.4155 1.8521 1.4992
H 2.6615 0.5951 1.6592
O -2.2245 1.7827 -0.3102
H -1.8039 1.4424 -1.0864
H -1.6665 2.5470 -0.0961
O 2.7715 -1.7659 -1.6141
H 2.3411 -2.6075 -1.7841
H 2.1660 -1.1363 -2.0452
O 3.1960 -1.1278 1.0414
H 4.1069 -1.3428 0.9029
H 2.7910 -1.1679 0.1733
O 0.7477 -1.2608 2.3958
H 1.6463 -1.2503 2.0009
H 0.8288 -1.4239 3.3437
O 0.0291 -1.9047 -3.8148
H 0.4359 -1.0418 -3.5726
H 0.0454 -2.4906 -3.0634
O 0.2669 0.1909 0.0181
H -0.0615 -0.0143 -0.8084
H -0.3995 0.6500 0.4793
O -0.5118 -2.7975 0.5504
H -0.1072 -2.8370 -0.3472
H -0.1484 -2.0418 0.9903
*
```

---

# 2
H32O16 | ωB97M-V/def2-TZVPD

frontier orbital gap	10.24	eV
HOMO energy	-0.3810	hartree
LUMO	-0.127	eV
calculated total energy	-33277.948	eV
energy above the lowest of the compared OMol25 structures with the same formula, charge and spin	674.1	kJ/mol

```
! wB97M-V def2-TZVPD RIJCOSX def2/J DEFGRID3
* xyz 0 1
O -1.9156 0.2107 5.7028
H -1.1040 -0.2614 5.9300
H -1.5346 1.1025 5.6810
O -4.9202 0.6507 -2.8416
H -4.8462 1.4856 -3.3029
H -4.9974 -0.0986 -3.4395
O 2.3033 4.9075 -2.1456
H 1.3661 4.4915 -2.1395
H 2.7292 4.1724 -2.6152
O 2.2792 -0.4094 0.1008
H 1.5866 0.2716 0.0780
H 1.6741 -1.1946 0.0638
O -1.3904 -3.8760 4.0939
H -1.7603 -4.5216 3.4951
H -2.0339 -3.3296 4.5414
O -0.0335 1.9689 -2.5080
H 0.2524 2.5626 -3.2125
H 0.8488 1.5467 -2.4268
O -0.6886 0.0884 0.8007
H -0.4596 1.0360 0.8637
H -0.5165 -0.0202 1.7493
O 1.2830 2.2833 0.8297
H 1.7619 3.1238 0.6314
H 0.8334 2.7149 1.5814
O -2.6970 2.0610 3.9727
H -2.4945 2.1638 3.0434
H -3.3685 1.4333 4.2380
O 2.9139 -2.6704 -3.2574
H 3.3970 -3.1959 -2.6101
H 2.0922 -3.1712 -3.2969
O 2.5265 -0.3188 -3.8593
H 1.6227 -0.6455 -3.8555
H 3.1077 -1.0040 -3.4797
O 4.5385 -0.8071 1.7064
H 3.5886 -0.7241 1.6098
H 4.9115 -1.4556 1.1110
O -4.9515 -1.8868 1.4303
H -4.1208 -2.4136 1.3713
H -5.4362 -2.2882 2.1640
O 4.4291 2.5157 0.5699
H 5.2385 2.9751 0.8048
H 4.1967 1.7873 1.1996
O -0.3427 -2.0173 -1.5843
H -1.2906 -2.1460 -1.8399
H -0.3997 -1.1074 -1.1821
O -3.0901 -2.5630 -3.0021
H -3.3206 -2.2581 -3.8770
H -3.7296 -2.6170 -2.2934
*
```

---

# 3
H32O32PbS4Zn | ωB97M-V/def2-TZVPD

frontier orbital gap	1.55	eV
HOMO energy	0.1537	hartree
LUMO	5.733	eV
calculated total energy	-163041.991	eV

```
! wB97M-V def2-TZVPD RIJCOSX def2/J DEFGRID3
* xyz -4 1
Zn 17.4354 -1.9927 12.1534
Pb 15.8806 -5.5307 13.7884
S 15.1892 -4.0460 10.9469
O 13.9887 -3.2164 10.7656
O 15.8170 -4.2204 9.6201
O 16.0847 -3.2797 11.8629
O 14.8339 -5.2626 11.5826
S 14.9957 -0.2710 13.1583
O 16.3079 -0.5323 12.5917
O 14.9620 -0.2331 14.6102
O 14.4442 0.9079 12.6188
O 14.0352 -1.2752 12.6679
S 18.8703 -4.8730 11.5433
O 19.0552 -5.2227 10.1092
O 20.1634 -5.0503 12.1612
O 18.5849 -3.4607 11.4816
O 17.8365 -5.5618 12.2658
S 17.4131 -2.9662 15.4385
O 16.7175 -4.2225 15.5412
O 18.7281 -3.0695 15.9800
O 17.5386 -2.7047 14.0217
O 16.6398 -1.9590 16.0510
O 17.5234 -7.3814 15.0480
H 17.9791 -8.1941 14.8282
H 18.1728 -6.8633 15.5235
O 12.7196 -6.4514 11.0773
H 13.4505 -5.8423 11.1820
H 13.1344 -7.3057 10.9575
O 18.0978 -8.8508 11.9725
H 18.3228 -7.9226 12.0355
H 18.6404 -9.1813 11.2565
O 20.5842 -3.1570 13.8838
H 20.8502 -2.2379 13.9097
H 19.7483 -3.1782 14.3496
O 15.5959 -7.1913 9.9495
H 15.3153 -6.5692 10.6207
H 15.5748 -6.6904 9.1342
O 14.0257 -6.6945 15.2857
H 13.7558 -6.6674 16.2037
H 13.2852 -7.0942 14.8295
O 13.5897 -9.9225 15.1016
H 12.9433 -10.2729 14.4887
H 13.3443 -9.0036 15.2099
O 11.7432 -7.5815 14.3227
H 11.1156 -7.3676 13.6325
H 11.2775 -8.1977 14.8881
O 17.2223 -10.8200 13.7045
H 16.2845 -10.6303 13.7305
H 17.5806 -10.1762 13.0934
O 13.4359 -9.1279 11.3379
H 12.9528 -9.1243 10.5115
H 12.9327 -9.7098 11.9075
O 13.9145 -1.8282 16.7647
H 13.0830 -1.7449 16.2978
H 13.9810 -2.7602 16.9721
O 15.3649 -7.8285 12.8578
H 14.6220 -8.3738 12.5991
H 16.0817 -8.1152 12.2918
O 10.8427 -4.2372 12.4854
H 11.3077 -5.0546 12.3069
H 10.5005 -4.3446 13.3728
O 19.5268 -5.7354 16.1155
H 19.6080 -5.7782 17.0683
H 19.0802 -4.9052 15.9498
O 14.1082 -3.6243 14.3256
H 14.2736 -3.1812 13.4934
H 13.2173 -3.3663 14.5620
O 15.9218 -4.5632 18.0020
H 14.9925 -4.7590 18.1214
H 16.0505 -4.5792 17.0536
*
```

---

# 4
H33O16 | ωB97M-V/def2-TZVPD

frontier orbital gap	11.03	eV
HOMO energy	-0.4995	hartree
LUMO	-2.558	eV
calculated total energy	-33286.865	eV
energy above the lowest of the compared OMol25 structures with the same formula, charge and spin	540.9	kJ/mol

```
! wB97M-V def2-TZVPD RIJCOSX def2/J DEFGRID3
* xyz 1 1
O -0.6886 -0.7294 3.1456
H -0.5081 -1.6693 2.9661
H -1.3954 -0.2737 2.7247
O -2.4634 -1.1004 -2.3752
H -4.3757 3.7516 -1.7166
H 1.2704 0.6797 0.7553
O -3.9608 3.0306 -2.0100
H -3.8340 2.5890 -1.1178
H -0.4368 2.1453 1.0463
O 4.4340 1.3071 0.1531
H 4.2994 0.6621 -0.6634
H 1.1353 1.5654 -0.8208
O 0.0552 0.3013 -2.6942
H -2.7509 -0.3539 -2.9309
H -0.1186 -0.1613 -3.4883
O -1.6195 0.2978 -0.5920
H -2.0293 1.0368 -1.0334
H 2.1713 -0.2638 2.4945
O 1.7949 -1.1911 3.7966
H 2.1825 -1.9159 4.1628
H 1.4453 -0.6173 4.5407
O -4.0068 -3.7917 -0.2899
H 5.1817 1.6144 -0.0842
H -3.6792 -4.7000 -0.6253
O -1.2225 2.4367 1.4254
H 0.9735 0.5554 -2.6021
O 2.1704 -0.0249 1.5296
H 3.2083 2.0184 -0.6534
H 2.9584 0.3876 1.2227
O 2.5511 2.1409 -1.3849
H 2.5476 3.0434 -1.6268
H 0.8859 1.9782 4.9789
O 4.3972 -0.9476 -2.1985
H -1.6277 -0.5834 -1.1053
H -0.1140 0.5833 5.1460
O 0.6107 1.0860 -0.0753
H -0.1512 0.5061 -0.6321
H 4.0539 -0.9986 -3.1155
O 0.4274 1.1392 5.5296
H 5.0536 -1.5886 -2.3400
H -1.8722 1.6705 1.2515
O -3.2274 0.4278 -4.2054
H -4.0518 0.8387 -3.9732
H -3.4515 -0.0039 -5.0784
O 0.0444 -4.0288 1.7468
H 0.3321 -3.0346 1.8843
H -3.1027 -1.8047 -2.5558
H -3.4982 -3.7227 0.6198
H 0.0018 -4.2877 0.8684
*
```

---

# 5
H34O17 | ωB97M-V/def2-TZVPD

frontier orbital gap	10.18	eV
HOMO energy	-0.3950	hartree
LUMO	-0.566	eV
calculated total energy	-35355.805	eV
energy above the lowest of the compared OMol25 structures with the same formula, charge and spin	598.8	kJ/mol

```
! wB97M-V def2-TZVPD RIJCOSX def2/J DEFGRID3
* xyz 0 1
O 0.0756 -0.9661 3.4091
H 0.1010 -1.8492 3.0601
H 0.2201 -0.4456 2.5961
O 2.0701 2.0145 2.8059
H 2.4098 2.7221 3.4260
H 1.0804 1.8895 2.7046
O -4.5365 0.1314 -0.3959
H -4.1107 -0.4121 0.1658
H -4.7074 -0.1374 -1.2535
O 0.7545 -0.8094 -4.0278
H 1.4889 -1.2424 -3.6802
H -0.0646 -1.1372 -3.9015
O -1.9834 1.6618 4.2483
H -1.6003 0.8450 3.9141
H -2.8937 1.4270 4.0073
O 2.4737 -0.5283 2.9320
H 1.5321 -0.4352 3.2544
H 2.9352 0.2420 2.6377
O -0.4189 -5.2196 2.1219
H -0.3517 -4.7741 2.9410
H -0.4921 -4.7187 1.3952
O -2.5665 -2.2982 -2.2671
H -3.1476 -1.8369 -2.7733
H -1.6816 -2.3351 -2.7315
O -3.1300 2.3188 0.6613
H -3.9615 2.1372 0.1933
H -3.3806 3.0592 1.1845
O 0.0906 -3.9474 -2.4681
H 0.3020 -3.2727 -1.6924
H 0.1389 -3.4812 -3.3685
O -0.8405 0.2623 -5.6474
H -0.9654 0.6139 -4.6816
H 0.1195 0.0993 -5.7621
O -0.3426 -1.9184 -0.2797
H -1.2024 -1.8436 -0.8640
H -0.4725 -1.1658 0.3500
O 2.8486 4.6120 0.4162
H 3.2108 4.0390 -0.1580
H 2.0531 4.1976 0.8389
O 3.0130 1.3339 0.3354
H 2.7015 1.9638 1.1122
H 3.1238 0.4387 0.6399
O 1.9685 -1.7777 -1.4686
H 1.6869 -1.0896 -0.8658
H 2.6469 -2.3308 -1.1683
O 2.5219 3.0994 -1.5807
H 1.7910 2.7677 -2.1803
H 2.8789 4.0008 -1.8889
O -0.8973 1.2527 1.4544
H -1.7904 1.1590 1.6210
H -0.6989 1.6844 0.6785
*
```